# C9H16NO

2 unconnected molecules or ions with the total composition C9H16NO (ωB97M-V/def2-TZVPD, OMol25).

```
27
C9H16NO (ωB97M-V/def2-TZVPD)
C 1.267 -3.043 1.128
C 1.297 -2.331 -0.165
N 0.567 -4.390 0.904
H 2.234 -3.298 1.614
H 0.667 -2.450 1.853
H 1.592 -3.006 -1.050
H 2.134 -1.656 -0.168
H 0.906 -4.907 0.033
H 0.765 -5.029 1.692
H -0.403 -4.197 0.874
H 0.479 -1.735 -0.310
C -1.198 4.191 -1.782
C -0.289 0.829 0.558
C -0.059 2.097 1.023
C -0.837 0.507 -0.647
C -0.420 3.194 0.222
C -1.154 1.600 -1.490
C -0.964 2.958 -1.086
O -0.117 -0.312 1.375
H -0.178 0.030 2.308
H 0.577 2.238 1.899
H -1.209 -0.503 -0.962
H -0.225 4.130 0.671
H -1.611 1.270 -2.442
H -0.190 4.676 -2.098
H -1.827 4.908 -1.229
H -1.803 4.229 -2.724
```

Calculated values
net charge: +1
F_max: 4.64 eV Å⁻¹
E_HOMO: -11.0 eV
orbital gap: 7.44 eV
electronic energy: -482.2385 Ha
ΔE to the lowest compared entry with this formula, charge and spin: 142.7 kJ/mol